1.
99
Properties=species:S:1:pos:R:3 method="wB97M-V/def2-TZVPD" charge=0 spin_multiplicity=1 energy_ev=-217984.5914 e_homo_ev=-7.795 smiles="CCCCCCCCCCCc1c(Br)c2c(c(CCCCOC=O)c1I)Sc1ccccc1N2Br.O=[N+]([O-])c1ccccc1.O=[N+]([O-])c1ccccc1" largest_force_ev_per_a=5.01
I -1.31085 -2.29547 -0.14022
Br 4.94365 -2.16854 -1.01273
Br 5.70530 0.53466 1.20333
S 1.89551 2.90311 0.38458
O -2.73097 0.75321 -2.31763
O -5.63735 -2.22873 -6.90412
O -4.66790 2.16792 2.11807
O -7.78182 -2.42299 -7.12534
O -1.49988 2.51002 -2.61522
O -3.08760 3.83742 2.40296
N -1.97870 1.45001 -2.99027
N -6.78111 -2.16419 -6.47287
N 4.68013 1.04629 -0.31363
C -7.30729 -0.90578 -2.46169
C 3.25049 -3.90517 2.92088
C -2.16974 -0.21669 -4.80071
C 4.71042 2.51384 -0.36115
C 0.61825 -1.23602 -0.24167
C 3.34672 0.44025 -0.29718
C -5.84937 -1.40394 -4.31543
C -6.96282 -1.74352 -5.08141
C -0.93084 0.05700 -6.84964
C 5.14562 5.66957 -0.43839
C 3.32134 1.19051 4.44740
C 2.03311 -3.99484 1.83876
C 2.52508 -4.41685 0.36996
C 3.17351 -1.45963 3.96614
C -0.79479 1.03468 0.30167
C 0.62165 0.32285 0.02419
C -8.41505 -1.25625 -3.22856
C -1.62734 0.97716 -4.33024
C 3.57353 3.51506 -0.06024
C 2.05591 1.08681 5.44763
C -1.81837 -0.67489 -6.06576
C -6.02677 -0.98190 -3.00200
C 4.08849 -0.24259 4.48794
C -0.74619 1.72018 -5.11398
C 3.73754 5.08468 -0.10226
C -3.81919 1.20546 2.80597
C 0.06516 -0.56166 4.97935
C 1.98374 1.10567 0.00913
C -1.33811 0.82446 1.80933
C -2.91492 0.43035 1.72001
C 3.96201 -2.46706 2.96175
C -8.24683 -1.67673 -4.54407
C -3.92211 3.28180 1.64309
C 6.31926 4.70990 -0.76520
C 1.96754 -1.94433 -0.55904
C 6.10803 3.15597 -0.72333
C 0.70226 0.86714 4.57081
C -0.39781 1.25310 -6.37696
C 3.29749 -1.11318 -0.58658
C 1.94709 -3.51457 -0.82766
H -0.65228 -0.30728 -7.83396
H -1.16490 1.77955 2.43799
H 3.67592 -4.51420 0.28598
H -9.11827 -1.94388 -5.13192
H 1.36222 -3.06062 1.85089
H 2.13097 -5.49118 0.18338
H 7.00865 2.49064 -0.95332
H 4.08911 -2.04659 1.90775
H -2.23317 -1.60498 -6.44038
H 2.28022 -1.06117 3.37362
H 7.33733 5.19276 -0.99305
H -0.80545 -0.35353 5.69840
H 0.29237 1.82008 -6.99293
H -9.41062 -1.19776 -2.80124
H -5.16619 -0.70876 -2.39930
H -0.71913 -0.03043 2.26089
H 1.95589 2.09701 5.97050
H -0.00771 1.73881 4.77050
H 4.05105 1.97238 4.86357
H 0.97143 0.90843 3.44824
H 4.51249 -0.40779 5.55215
H 5.01619 -2.60128 3.41903
H 2.64137 -3.69742 -1.73808
H -7.44282 -0.57051 -1.43766
H 2.84354 5.74700 0.14375
H -4.52516 0.41843 3.26871
H 0.80083 -1.28301 5.46654
H 3.05423 1.52294 3.38244
H 2.26980 0.20978 6.15736
H -3.33413 0.54469 0.64671
H 5.22275 6.81980 -0.42012
H -1.52029 0.64864 -0.50688
H 2.89400 -2.09008 4.87883
H 1.36099 -4.85108 2.23799
H 5.00567 -0.11168 3.79416
H -2.85934 -0.79806 -4.19894
H -0.32402 2.65335 -4.75732
H -3.22634 1.64603 3.67992
H -4.84680 -1.45879 -4.72373
H -0.35401 -1.07382 4.04289
H -2.98434 -0.68857 1.98494
H 3.97192 -4.76938 2.64424
H 2.85228 -4.11079 3.98874
H 0.92896 -3.93731 -1.12550
H -4.09923 3.72485 0.58981
H -0.75115 2.18122 0.13659

***

2.
13
Properties=species:S:1:pos:R:3 method="wB97M-V/def2-TZVPD" charge=0 spin_multiplicity=1 energy_ev=-298537.1766 de_lowest_kj_mol=112.3 e_homo_ev="-9.003 / -9.003" largest_force_ev_per_a=3.85
Br -2.49186 -1.42279 1.47546
Br 1.10290 -2.71495 -0.43922
Br 3.58779 -0.08547 -0.20387
Br -3.03808 0.80221 -1.26985
Si -1.88618 -0.91087 -0.55640
Si 1.55250 -0.71996 0.46219
N 0.39197 0.25721 -0.25400
C 0.22206 1.64714 0.04776
H 1.67876 -0.97274 1.88560
H -0.25169 1.81399 1.02376
H -1.67227 -1.96095 -1.50654
H 1.19347 2.14665 0.05743
H -0.38935 2.12054 -0.72233

***

3.
51
Properties=species:S:1:pos:R:3 method="wB97M-V/def2-TZVPD" charge=0 spin_multiplicity=1 energy_ev=-41557.2621 de_lowest_kj_mol=208.2 e_homo_ev=-8.375 smiles="CCN(CC(=O)NCCc1ccc(S(N)(=O)=O)cc1)Cc1ccccc1" largest_force_ev_per_a=0.96
S 4.75084 -0.52173 -0.35937
O 4.52315 -1.44341 -1.42831
O 5.10780 -1.00244 0.93953
O -3.27299 1.93305 -0.85929
N -1.39971 1.24435 0.19228
N 5.99610 0.47473 -0.85344
N -2.92831 -1.42181 -0.59809
C 1.38289 1.55223 -1.13816
C 2.15789 2.23031 1.03082
C -2.31517 -1.62325 0.70240
C -5.17277 -0.55829 0.21473
C -0.82581 -1.83899 0.61249
C 0.03819 3.24166 0.13358
C 3.35185 0.58172 -0.21269
C 2.44339 0.67011 -1.24685
C 0.02348 -1.31118 1.57941
C 1.38928 -1.52930 1.51414
C -2.43215 1.07864 -0.66405
C 1.08753 -2.79093 -0.49692
C -4.37016 -1.57813 -0.59780
C 3.22187 1.35192 0.92562
C -0.27901 -2.58597 -0.42422
C -1.10413 2.49189 0.84802
C 1.92624 -2.26753 0.47377
C -2.42795 -0.28958 -1.35703
C 1.23214 2.34376 -0.00208
H 2.04324 2.83507 1.91834
H -4.98458 0.45020 -0.14222
H -6.23430 -0.76862 0.11174
H -0.82349 2.29121 1.88611
H -0.69903 0.51938 0.25760
H -2.52066 -0.80060 1.40808
H -0.31315 3.54818 -0.85220
H -4.91532 -0.61165 1.27030
H 0.28695 4.13198 0.71154
H -2.76577 -2.53097 1.12130
H 2.99060 -2.43169 0.42062
H -2.01364 3.09595 0.82409
H -4.69736 -1.54003 -1.64056
H -0.39154 -0.74023 2.39982
H 6.27457 1.16307 -0.17605
H 2.57531 0.03768 -2.11018
H -1.39569 -0.51454 -1.65211
H 5.88235 0.84613 -1.78042
H -0.94071 -3.00305 -1.16849
H 3.94449 1.23826 1.71863
H 0.66410 1.63242 -1.94054
H -4.57909 -2.58543 -0.22164
H 2.03931 -1.12524 2.27580
H 1.50578 -3.36626 -1.30877
H -3.03687 -0.20306 -2.25927